Density functional theory data (the ωB97M-V functional and the def2-TZVPD basis) for a structure of composition C31H38N4OOsPS in a non-equilibrium geometry.

Structure (XYZ):
```
77
Properties=species:S:1:pos:R:3:forces:R:3
Os -0.07176 -0.06587 0.26764 1.065 -1.019 0.526
C 2.79633 -1.06129 -0.05353 0.403 -0.183 -0.010
N 2.22455 0.19548 0.49311 -0.595 -0.154 -0.420
C 2.81729 1.32854 -0.25246 0.148 0.201 -0.093
C 2.54015 0.32406 1.93212 -0.086 -0.067 0.322
C 1.66651 -0.57801 2.78322 0.247 0.028 -0.072
N 0.22479 -0.30448 2.58494 -0.143 0.028 -0.802
C -0.17304 0.98010 3.19832 -0.034 0.127 0.148
C -0.57365 -1.39928 3.17098 -0.123 -0.224 0.194
H 3.87810 -1.08430 0.11384 -0.026 0.118 0.037
H 2.61638 -1.10496 -1.12471 -0.041 -0.008 0.006
H 2.35910 -1.94446 0.40713 -0.082 0.040 -0.012
H 3.90860 1.26754 -0.23614 -0.016 -0.076 0.054
H 2.52249 2.27845 0.18982 -0.069 -0.083 0.013
H 2.49057 1.29717 -1.29215 0.005 -0.026 0.006
H 2.41399 1.36654 2.22207 0.013 0.025 -0.059
H 3.58762 0.06367 2.10970 0.021 0.056 -0.066
H 1.92735 -0.44500 3.83748 -0.038 -0.019 0.011
H 1.84552 -1.62390 2.53003 -0.057 -0.011 0.030
H -0.09409 0.92393 4.28802 0.034 -0.050 -0.014
H -1.20847 1.20671 2.94335 -0.001 -0.024 0.008
H 0.46696 1.78789 2.84848 -0.025 -0.020 -0.024
H -0.29784 -1.54892 4.21854 0.063 0.070 -0.020
H -0.39862 -2.32779 2.62877 0.043 0.038 -0.041
H -1.63226 -1.15994 3.12997 0.025 0.028 -0.032
O -2.38478 -1.02638 0.82657 -0.025 0.176 0.197
C -2.13112 0.07541 0.42104 -0.313 0.144 -0.198
C -2.91082 1.27008 0.24281 -0.318 0.256 -0.013
C -4.27757 1.32285 0.54339 0.103 -0.090 -0.009
C -4.93714 2.53027 0.41752 -0.087 -0.005 0.024
C -4.24149 3.67298 0.03179 0.066 -0.013 0.001
C -2.88017 3.62183 -0.26141 0.046 0.064 -0.032
C -2.21885 2.41071 -0.18715 0.213 -0.328 0.213
P -0.48920 2.11687 -0.70212 -0.776 0.589 -0.598
C -0.59786 1.98243 -2.50812 0.244 -0.219 0.208
C -1.23717 2.98547 -3.23964 -0.040 -0.041 0.036
C -1.33605 2.87193 -4.61500 -0.005 0.041 0.016
C -0.80204 1.76564 -5.26717 -0.030 0.018 0.036
C -0.15314 0.77664 -4.54425 0.077 -0.095 -0.064
C -0.04849 0.88311 -3.16605 -0.023 0.161 0.094
C 0.35200 3.67169 -0.32912 0.140 -0.339 0.206
C 0.22477 4.21103 0.95571 -0.042 -0.066 -0.050
C 0.74009 5.46521 1.22892 0.033 -0.036 0.073
C 1.38943 6.17920 0.22741 0.049 0.006 -0.005
C 1.54582 5.63167 -1.03881 0.049 0.003 0.038
C 1.04868 4.36760 -1.31751 -0.025 -0.085 -0.014
H -4.79590 0.43591 0.88444 -0.004 -0.002 -0.024
H -5.99401 2.58966 0.63964 0.008 0.023 0.007
H -4.76241 4.61912 -0.03707 -0.009 -0.006 -0.001
H -2.34905 4.52315 -0.53870 -0.028 0.019 -0.022
H -1.66040 3.84923 -2.74555 -0.006 0.037 0.005
H -1.82768 3.65298 -5.17910 -0.016 -0.025 -0.015
H -0.89708 1.67910 -6.34108 0.042 0.003 -0.004
H 0.28141 -0.07213 -5.05538 -0.025 -0.008 0.008
H 0.46878 0.11620 -2.60061 0.062 -0.023 -0.098
H -0.29602 3.65745 1.72977 -0.080 0.093 -0.003
H 0.63259 5.88994 2.21786 0.002 0.012 -0.005
H 1.78935 7.16136 0.44194 -0.035 0.012 -0.013
H 2.05440 6.18961 -1.81326 0.034 -0.015 0.013
H 1.20060 3.93414 -2.29669 -0.086 0.031 -0.059
C -2.29175 -6.64443 -0.68391 -0.240 -0.050 -0.041
C -1.08931 -5.80636 -0.46510 0.136 -0.065 0.049
C 0.07249 -6.25510 0.12214 0.111 0.103 0.008
C 1.13646 -5.36783 0.30816 -0.374 -0.107 -0.061
N 1.00175 -4.06237 -0.00508 0.125 0.053 0.033
C -0.09309 -3.65631 -0.59138 0.137 -0.140 0.336
S -0.23183 -2.03800 -1.23055 -0.063 1.057 -0.085
N -1.12326 -4.50395 -0.84217 0.106 -0.063 0.056
C 2.44434 -5.82272 0.83472 0.137 0.000 0.101
H -2.04611 -7.70049 -0.61406 0.036 0.007 -0.031
H -2.76281 -6.45156 -1.64876 0.063 0.014 -0.019
H -3.03187 -6.42647 0.09181 0.026 0.020 0.001
H 0.16101 -7.29049 0.41711 -0.011 -0.010 -0.036
H -1.92955 -4.15942 -1.35060 -0.056 0.084 0.049
H 2.49606 -6.90700 0.88245 0.028 0.007 0.031
H 2.61471 -5.41856 1.83572 -0.056 0.001 0.003
H 3.25017 -5.44700 0.20330 -0.033 0.000 -0.033
```
Forces are in eV/Å.

For the HOMO energy (spin up / spin down), the calculation gives -0.614 / -0.616 Eh. The spin multiplicity is 5. Its charge is +3. Its gap between HOMO and LUMO (spin up / spin down) is 8.0292 / 5.8746 eV. As for the LUMO energy (spin up / spin down): -8.69 / -10.89 eV.

Just the Löwdin charges please, in e? Sure, here they are: 1.276, -0.101, -0.374, -0.066, -0.164, -0.162, -0.352, -0.051, -0.058, 0.117, 0.081, 0.048, 0.119, 0.079, 0.090, 0.122, 0.152, 0.153, 0.124, 0.123, 0.095, 0.072, 0.119, 0.092, 0.090, 0.067, -0.459, -0.223, 0.036, -0.004, 0.014, -0.036, -0.283, 1.015, -0.359, -0.072, -0.028, -0.024, -0.043, -0.126, -0.384, -0.101, -0.039, -0.021, -0.028, -0.072, 0.139, 0.133, 0.135, 0.124, 0.110, 0.127, 0.127, 0.122, 0.019, 0.097, 0.124, 0.128, 0.127, 0.116, 0.026, -0.207, 0.080, -0.243, 0.126, -0.683, 0.707, 0.143, 0.010, 0.108, 0.109, 0.118, 0.146, 0.167, 0.099, 0.107, 0.106